ORCA calculation (ωB97M-V/def2-TZVPD) on a structure of composition C10H10N2O2.

Last column: natural (NBO) charge in e.
Element x y z (Å)
C 3.693 -1.310 0.623  -0.4922
C 3.032 -0.665 -0.554  -0.0864
C 1.247 0.816 -0.123  0.4255
C -0.053 1.308 -0.005  0.0416
C -1.414 0.652 -0.052  -0.0940
C -2.536 1.287 0.095  -0.1722
C -3.849 0.780 0.054  -0.2153
C -3.820 -0.652 0.019  -0.2181
C -2.665 -1.440 -0.088  -0.2123
C -1.383 -0.729 -0.037  -0.1287
H 3.634 -0.502 1.273  0.2080
H 5.050 -1.565 0.274  0.1738
H 3.187 -2.015 0.835  0.1601
H 2.925 -1.528 -1.106  0.1751
H 3.206 0.170 -1.120  0.2097
H -2.433 2.423 0.152  0.2269
H -4.803 1.142 0.417  0.2369
H -4.721 -1.194 -0.329  0.2075
H -2.713 -2.659 -0.193  0.2274
H -0.673 -1.240 0.103  0.1715
N 2.159 1.810 -0.068  -0.1782
N -0.039 2.595 -0.025  -0.0225
O 1.728 -0.398 -0.195  -0.4818
O 1.239 2.911 0.050  -0.1623

Multiplicity: 1
HOMO energy: -0.340 hartree
Charge: 0
Frontier orbital gap: 9.719 eV
Molecular weight: 190.2 g/mol

ORCA calculation (ωB97M-V/def2-TZVPD) on a structure of composition CH2Cl2FPS.

Last column: natural (NBO) charge in e.
Element x y z (Å)
C -0.420 -0.268 0.429  -0.2729
F 0.059 -0.182 1.686  -0.3312
P -2.249 -0.428 0.235  0.8257
S -2.707 2.365 0.124  -0.1051
Cl -2.575 -2.341 0.784  -0.2468
Cl -2.247 -0.355 -1.770  -0.2482
H -0.068 0.472 -0.183  0.1997
H 0.043 -1.095 -0.178  0.1789

Multiplicity: 3
HOMO energy (alpha / beta): -0.337 / -0.344 hartree
<S²>: 2.01
Charge: 0
Frontier orbital gap (alpha / beta): 9.565 / 7.117 eV
Molecular weight: 167.0 g/mol

Taking the records one at a time from the top gives relative energy (zero: lowest compared OMol25 entry of this formula, charge and spin) values of 228.6 0.0 kcal/mol.